1.
The following is a DFT calculation (the ωB97M-V functional and the def2-TZVPD basis) of a molecular structure, C10H14O8PPtS4 at a distorted geometry.

Structure (XYZ):
```
38
C10H14O8PPtS4 (the ωB97M-V functional and the def2-TZVPD basis)
Pt -0.6103 -0.5082 0.3993
C 4.2243 0.6439 4.6409
C 2.7600 0.3848 4.3837
O 2.5804 0.0103 3.0013
P 1.5027 0.6655 2.0302
S 1.6410 -0.4790 0.3553
S -0.3624 0.0344 2.6389
O 1.8290 2.1644 2.3339
C 1.6838 3.4023 1.5783
C 2.8524 3.5760 0.6439
H 4.3616 0.9541 5.6764
H 4.5905 1.4347 3.9876
H 4.8136 -0.2540 4.4629
H 2.1633 1.2671 4.6145
H 2.3899 -0.4519 4.9762
H 1.6528 4.1723 2.3473
H 0.7415 3.3964 1.0438
H 3.7877 3.6480 1.1990
H 2.7120 4.4783 0.0512
H 2.9101 2.7288 -0.0417
O -3.4956 -1.1452 -2.3653
S -2.3848 -0.8000 -1.5496
O -1.5989 -1.9567 -1.0057
O -2.6408 0.0626 -0.3675
C -1.1500 -0.0029 -2.5821
C -0.7987 -0.7966 -3.6706
C 0.1768 -0.3885 -4.5598
C 0.8046 0.8301 -4.3729
C 0.4708 1.6241 -3.2900
C -0.5024 1.2231 -2.3775
S -0.7750 2.3892 -1.0353
O -2.1686 2.6525 -0.9034
O 0.0900 3.5102 -1.2960
O -0.1996 1.6574 0.2043
H -1.3039 -1.7439 -3.8019
H 0.4449 -1.0220 -5.3943
H 1.5584 1.1690 -5.0704
H 0.9417 2.5832 -3.1369
```

Output
energy	-82852.134	eV
2S+1	2
energy relative to the best compared isomer or geometry (same formula, charge and spin)	36.47	kcal/mol


2.
The following is a DFT calculation (the ωB97M-V functional and the def2-TZVPD basis) of a molecular structure, C48H92F36N12O28S12 at a distorted geometry.

Structure (XYZ):
```
228
C48H92F36N12O28S12 (the ωB97M-V functional and the def2-TZVPD basis)
C -8.3196 3.7340 1.7646
N -6.8330 3.4286 1.3837
C -6.8221 3.4905 -0.1606
C -5.8938 4.5781 1.9892
C -6.4268 2.0534 1.9077
C -5.0725 1.4825 1.4386
O -4.0181 2.2767 2.0578
H -8.3850 3.7114 2.8524
H -8.9758 2.9162 1.4670
H -8.5874 4.6100 1.1737
H -5.7866 3.6340 -0.4693
H -7.4906 4.2495 -0.5669
H -7.2118 2.5131 -0.4452
H -6.5051 5.4805 2.0026
H -5.0286 4.5644 1.3264
H -5.6572 4.1549 2.9654
H -7.2204 1.3914 1.5612
H -6.5875 1.9873 2.9837
H -4.9094 1.5056 0.3612
H -4.9281 0.4575 1.7803
H -3.1714 2.0650 1.6579
C 5.7846 4.2508 -8.5351
N 4.8699 5.4720 -8.0460
C 4.1515 5.1320 -6.7328
C 5.7380 6.6351 -7.7140
C 3.8810 5.9385 -9.1776
C 2.5315 5.1345 -9.2881
O 2.1565 5.0174 -10.6401
H 6.2455 4.5946 -9.4612
H 5.1035 3.4720 -8.8781
H 6.4034 3.8946 -7.7115
H 4.8422 4.8855 -5.9264
H 3.4247 4.3560 -6.9728
H 3.7105 6.0625 -6.3754
H 5.7268 7.1791 -8.6585
H 6.6689 6.1831 -7.3717
H 5.3138 7.2720 -6.9377
H 4.5002 5.8402 -10.0692
H 3.7467 7.0096 -9.0265
H 1.6998 5.6454 -8.8031
H 2.5777 4.1459 -8.8312
H 2.5036 4.1736 -10.9387
C 7.4984 -2.4504 -1.9866
N 7.9617 -2.9351 -3.3719
C 7.7476 -4.4477 -3.4910
C 7.0919 -2.1698 -4.4346
C 9.4135 -2.5074 -3.6838
C 10.4754 -2.9936 -2.7818
O 10.5172 -4.3402 -2.4932
H 6.4514 -2.6404 -1.7502
H 7.6189 -1.3730 -1.8736
H 8.1117 -2.9271 -1.2220
H 6.6709 -4.6174 -3.4975
H 8.2066 -4.8835 -2.6036
H 8.2674 -4.7998 -4.3821
H 6.0511 -2.4572 -4.2855
H 7.3531 -2.5715 -5.4137
H 7.3582 -1.1197 -4.3147
H 9.4000 -1.4247 -3.5585
H 9.5823 -2.7126 -4.7409
H 10.5318 -2.4482 -1.8398
H 11.3471 -2.7409 -3.3855
H 11.0998 -4.4642 -1.7403
C 5.9419 4.7047 3.0224
N 5.1298 5.7007 2.1399
C 4.6501 4.8215 0.9471
C 3.9701 6.2609 3.0224
C 6.0048 6.8944 1.5899
C 7.1797 7.4478 2.4701
O 6.6633 8.1913 3.6130
H 6.7372 4.3688 2.3570
H 5.3591 3.8315 3.3154
H 6.4002 5.1805 3.8894
H 3.9169 4.1321 1.3657
H 5.5708 4.3644 0.5846
H 4.1775 5.4643 0.2044
H 3.6757 7.1947 2.5433
H 4.3343 6.4178 4.0377
H 3.1532 5.5456 3.1178
H 5.3732 7.7070 1.2310
H 6.5319 6.4311 0.7559
H 7.7553 8.0632 1.7788
H 7.8621 6.6431 2.7438
H 6.5949 9.1195 3.3778
C -8.6496 -9.0950 3.0223
C -7.5702 -8.0697 2.5139
C -7.9207 -7.5424 1.0550
N -6.8294 -6.8463 0.2592
C -6.3223 -5.5757 1.0447
C -7.1843 -6.5445 -1.1785
C -5.8356 -6.3227 -1.7964
C -4.7540 -7.1579 -1.0132
C -5.6054 -7.7865 0.0642
H -8.2665 -9.5028 3.9577
H -8.7794 -9.9213 2.3234
H -9.5599 -8.5333 3.2317
H -6.5966 -8.5595 2.5321
H -7.5859 -7.1641 3.1203
H -8.7249 -6.8248 0.8926
H -8.0999 -8.4665 0.5055
H -5.4511 -5.1026 0.5916
H -6.0350 -5.7809 2.0759
H -7.0789 -4.7954 0.9621
H -7.8886 -5.7154 -1.2466
H -7.6461 -7.4520 -1.5674
H -5.5793 -5.2640 -1.8357
H -5.8134 -6.6776 -2.8268
H -3.9705 -6.5197 -0.6044
H -4.2623 -7.8365 -1.7102
H -5.0591 -8.0619 0.9663
H -6.0881 -8.7008 -0.2810
C -5.4920 -1.1522 10.6434
C -4.3496 -1.1745 9.6683
C -3.6858 0.2150 9.3298
N -2.5382 0.1958 8.2657
C -2.8007 -0.7155 7.0880
C -2.0954 1.6652 7.9227
C -1.4040 2.1692 9.1771
C -0.6895 0.9643 9.7317
C -1.1910 -0.2656 8.9229
H -6.4766 -0.9775 10.2095
H -5.3007 -0.4036 11.4122
H -5.5825 -2.0543 11.2485
H -4.7477 -1.5803 8.7383
H -3.4886 -1.7082 10.0707
H -3.2160 0.6504 10.2118
H -4.3806 1.0008 9.0335
H -2.8974 -1.7246 7.4886
H -1.9895 -0.7150 6.3600
H -3.7777 -0.4349 6.6946
H -1.5645 1.6171 6.9720
H -3.0070 2.2272 7.7195
H -0.7730 3.0393 8.9952
H -2.1940 2.6092 9.7857
H 0.3885 1.1201 9.7745
H -0.8326 0.8360 10.8046
H -0.4602 -0.2737 8.1142
H -1.4104 -1.2429 9.3528
C 1.9994 -0.5129 1.5700
F 1.4845 0.1708 2.6016
F 3.1216 0.0682 1.1458
F 2.3084 -1.7273 1.8887
S 0.7759 -0.5577 0.0461
O 1.6394 -1.1200 -0.9965
O -0.3515 -1.4281 0.4707
N 0.2136 1.0801 -0.0879
S 0.1350 1.2984 -1.6410
O 1.4814 1.1573 -2.1996
O -0.9145 0.5264 -2.2453
C -0.2243 3.2455 -1.9298
F -1.5274 3.4148 -1.8680
F 0.3099 4.0408 -1.0304
F 0.2158 3.6268 -3.1327
C 0.5684 11.3767 -1.8920
F 1.6224 12.1556 -1.5851
F 0.6272 10.3859 -1.0482
F -0.6282 11.8715 -1.7450
S 0.8696 10.7114 -3.5893
O 1.9939 9.7376 -3.5739
O -0.4080 10.0524 -3.9408
N 0.8780 12.1693 -4.5414
S 2.0227 11.8958 -5.4141
O 3.2544 12.2680 -4.7192
O 1.9846 10.5796 -6.1042
C 1.8040 13.1681 -6.8273
F 1.6598 14.4735 -6.4491
F 2.8141 13.1938 -7.7086
F 0.6845 12.8291 -7.3696
C 1.0900 -7.6723 -5.5963
F 1.7122 -6.9786 -4.6462
F 0.4076 -8.6152 -4.9818
F 0.2957 -6.6918 -6.2591
S 2.3029 -8.4973 -6.8410
O 3.3489 -7.5291 -7.0752
O 2.8924 -9.6361 -6.1252
N 1.3811 -8.8565 -8.2121
S 1.0909 -10.3672 -8.0710
O 2.2312 -11.1986 -8.5022
O 0.4365 -10.7596 -6.8689
C -0.3285 -10.7759 -9.3998
F 0.1283 -10.5083 -10.6617
F -0.6547 -12.0783 -9.2539
F -1.3655 -9.9279 -9.2261
C 7.6200 -0.6726 6.5201
F 7.5732 0.0635 5.3743
F 6.8058 -1.6921 6.5296
F 8.8291 -1.1357 6.7058
S 7.0845 0.3439 8.1136
O 5.6354 0.2963 8.1020
O 7.7053 -0.3245 9.2263
N 7.8089 1.8933 7.7494
S 6.9662 2.8205 8.7012
O 5.6542 3.2059 8.1590
O 6.9926 2.3792 10.0682
C 7.9269 4.5425 8.7899
F 9.1841 4.2847 9.1956
F 7.9929 4.9927 7.5475
F 7.3269 5.4009 9.5636
C 0.6310 -7.5424 4.0088
F 1.8015 -7.3045 4.4191
F 0.5254 -7.1745 2.7969
F 0.3518 -8.8681 4.0602
S -0.6678 -6.5935 5.0261
O -0.0846 -5.3343 5.4873
O -1.8045 -6.4538 4.1091
N -0.8690 -7.6675 6.4696
S -2.3811 -7.8208 6.5738
O -3.1761 -6.5499 6.7609
O -2.8951 -8.7779 5.6238
C -2.4784 -8.7775 8.3140
F -1.8407 -8.0416 9.2461
F -3.7945 -8.9654 8.6029
F -1.8445 -9.9961 8.1786
C -6.9693 -0.2674 -5.6940
F -7.0798 -0.6454 -4.4795
F -6.8141 1.0792 -5.8131
F -6.0155 -1.0035 -6.2042
S -8.6271 -0.8160 -6.4512
O -8.8852 -2.1051 -5.8550
O -9.6144 0.1811 -6.0409
N -8.4020 -0.9430 -8.1395
S -9.7187 -1.4453 -8.7672
O -9.6581 -2.8234 -9.2293
O -10.9562 -1.1051 -8.0249
C -9.8585 -0.3853 -10.3400
F -10.7861 -0.8287 -11.1869
F -10.2668 0.8794 -10.1253
F -8.6844 -0.4668 -11.0212
```

Output
energy	-354300.529	eV
2S+1	1
energy relative to the best compared isomer or geometry (same formula, charge and spin)	143.27	kcal/mol


3.
The following is a DFT calculation (the ωB97M-V functional and the def2-TZVPD basis) of C4H8N2O2 in the gas phase at a distorted geometry.

Structure (XYZ):
```
16
C4H8N2O2 (the ωB97M-V functional and the def2-TZVPD basis)
C 1.1578 -0.4234 -1.9756
C -0.6431 1.7834 0.5375
C -0.5423 0.6520 1.6821
C 0.1030 -0.9520 0.2387
H 1.2474 0.3729 -2.5255
H 1.9297 -1.0859 -1.5697
H 0.4927 -1.0279 -2.6244
H 0.2836 2.3480 0.7565
H -1.5415 2.4820 0.3118
H -1.4016 0.7948 2.5679
H 0.4321 0.6053 2.3835
H 1.3566 -2.3076 -0.4209
N 0.4828 0.1622 -0.7299
N 0.5709 -2.1303 0.2221
O -0.4660 1.2791 -0.8676
O -0.8624 -0.6246 1.0900
```

Output
energy	-11347.880	eV
structure (SMILES)	[H]/N=C1/OCCON1C
2S+1	1
energy relative to the best compared isomer or geometry (same formula, charge and spin)	143.74	kcal/mol


4.
The following is a DFT calculation (the ωB97M-V functional and the def2-TZVPD basis) of a molecular structure, C14H27NO13PbS2 at a distorted geometry.

Structure (XYZ):
```
58
C14H27NO13PbS2 (the ωB97M-V functional and the def2-TZVPD basis)
Pb -1.4631 0.3256 0.8109
C -3.1249 -2.8458 4.5873
O -3.4589 -1.5775 4.1003
H -3.9837 -3.4410 4.8975
H -2.5684 -3.3333 3.7869
H -2.4297 -2.6143 5.3943
C 2.2832 -4.0164 -2.1919
C 1.2332 -3.7456 -1.0472
C 1.0678 -5.1729 -0.3802
C 2.0246 -5.6105 0.6138
C 2.1016 -4.5282 1.7441
C 2.4680 -3.1184 1.1625
N 1.6511 -2.6975 0.0030
O 1.9495 -1.3991 -0.4979
C 3.9784 -3.1934 0.6794
C 2.2485 -2.1471 2.3961
C -0.1966 -3.3135 -1.6147
H 2.7198 -3.1801 -2.7378
H 1.8054 -4.4812 -3.0543
H 3.1912 -4.5939 -2.0184
H 1.1480 -5.7626 -1.2934
H 0.0075 -5.2861 -0.1539
H 2.9482 -5.8731 0.0978
H 1.5803 -6.5476 0.9494
H 2.9566 -4.8829 2.3197
H 1.1431 -4.5995 2.2583
H 4.2184 -2.3745 0.0013
H 4.2496 -4.1944 0.3438
H 4.6351 -2.9221 1.5060
H 1.2153 -1.8054 2.3341
H 2.9593 -1.3224 2.3447
H 2.3347 -2.5038 3.4225
H -0.7097 -4.0468 -2.2370
H -0.2988 -2.4271 -2.2407
H -0.8115 -3.2021 -0.7217
S -5.9888 1.2396 0.0075
O -6.8425 0.7906 1.0874
O -5.1487 0.1996 -0.4727
O -6.5996 1.9578 -1.0712
O -5.0619 2.1188 0.7072
S -1.4327 4.3776 4.2784
O -1.5683 5.6702 3.6438
O -2.6993 3.8326 4.7848
O -0.8338 3.3118 3.5358
O -0.5054 4.8530 5.3236
C 1.1880 7.7117 -4.2481
C 0.0599 7.7452 -3.2359
C -1.3195 7.6650 -3.9026
O -1.6906 6.3704 -3.6758
C -0.9547 5.6799 -2.8405
O -1.0749 4.4900 -2.4907
O 0.0565 6.5256 -2.4806
H 2.0137 7.1541 -3.8061
H 1.5171 8.6865 -4.6082
H 0.9165 7.1239 -5.1250
H 0.1507 8.6709 -2.6677
H -1.1814 8.0066 -4.9285
H -2.0737 8.2530 -3.3797
```

Output
charge	-4
energy	-69961.716	eV
2S+1	1
energy relative to the best compared isomer or geometry (same formula, charge and spin)	178.83	kcal/mol


5.
The following is a DFT calculation (the ωB97M-V functional and the def2-TZVPD basis) of a molecular structure, C12H33FeN5O9 at a distorted geometry.

Structure (XYZ):
```
60
C12H33FeN5O9 (the ωB97M-V functional and the def2-TZVPD basis)
Fe 0.4847 0.4110 1.0003
N 3.8073 0.4022 1.4371
O 4.5651 -0.1811 0.6799
O 2.5845 0.1606 1.4307
O 4.1602 1.2355 2.2693
N 0.6550 3.7844 1.1908
O 0.2277 4.5991 0.3915
O 0.5034 2.5723 0.9487
O 1.0446 4.0816 2.3126
C -0.1728 -0.7271 4.9855
C 0.4562 -0.6327 3.6195
C 0.1459 -1.9069 2.7979
O 0.3861 -1.6577 1.4262
C 0.0365 -2.7841 0.7032
N -0.0333 0.6305 3.1010
H -0.1430 0.1412 5.6438
H 0.3828 -1.4677 5.5609
H -1.2385 -0.9516 5.0312
H 1.5293 -0.4416 3.6160
H -0.8992 -2.1379 3.0044
H 0.7154 -2.7892 3.0900
H -1.0264 -3.0044 0.8022
H 0.6505 -3.6279 1.0180
H 0.2112 -2.6848 -0.3681
H 0.3212 1.2782 3.7902
H -0.9970 0.7934 3.3558
C -3.9702 0.0252 0.8046
C -2.6335 -0.4479 0.2649
C -2.7310 -0.8058 -1.2165
O -1.4617 -1.1890 -1.6096
C -1.4533 -1.5931 -2.9929
N -1.6172 0.5908 0.5927
H -4.2809 0.9125 0.2529
H -3.8685 0.1818 1.8785
H -4.7955 -0.6457 0.5661
H -2.2530 -1.3673 0.7100
H -2.9524 0.1083 -1.7675
H -3.5066 -1.5564 -1.3684
H -1.7625 -0.7488 -3.6091
H -2.1819 -2.3983 -3.0873
H -0.4354 -1.9445 -3.1614
H -1.8243 1.2302 -0.1611
H -2.1294 1.1247 1.2803
C 2.3963 2.0836 -1.6153
C 1.0264 1.3838 -1.9377
C 0.9000 1.0091 -3.4460
O 1.9169 0.1292 -3.7790
C 1.9032 -0.5355 -5.0215
N 0.8385 0.2438 -1.0759
H 2.4688 2.3507 -0.5610
H 2.4493 2.9519 -2.2721
H 3.3152 1.5461 -1.8494
H 0.2689 2.1493 -1.7695
H 1.0249 1.9101 -4.0466
H -0.1052 0.8050 -3.8150
H 1.8846 0.2098 -5.8167
H 0.9256 -0.9899 -5.1826
H 2.7139 -1.2571 -5.1221
H 0.0140 -0.2208 -1.4286
H 1.5588 -0.3405 -1.4756
```

Output
energy	-73235.640	eV
2S+1	5
energy relative to the best compared isomer or geometry (same formula, charge and spin)	41.55	kcal/mol


6.
The following is a DFT calculation (the ωB97M-V functional and the def2-TZVPD basis) of a gas-phase ion, C4H9N2 (charge +1) at a distorted geometry.

Structure (XYZ):
```
15
C4H9N2 (the ωB97M-V functional and the def2-TZVPD basis)
C 0.9427 1.2014 0.2656
C -0.3720 -0.9635 0.1532
C 0.1504 2.3841 0.1867
C -0.5286 -1.8509 -0.9884
N 0.4778 0.0466 0.0367
N -0.9488 -1.3539 1.3149
H 2.0498 1.2659 0.2494
H -0.7052 2.1864 1.0248
H 0.6931 3.2782 0.3155
H -0.3589 2.3714 -0.7067
H 0.1843 -2.6827 -0.8826
H -1.5423 -2.2024 -1.0192
H -0.2822 -1.4297 -1.9762
H -1.2524 -2.2332 1.5103
H -0.7781 -0.8492 2.2400
```

Output
charge	+1
energy	-7266.522	eV
structure (SMILES)	C/C=N\C(C)=[NH2+]
2S+1	1
energy relative to the best compared isomer or geometry (same formula, charge and spin)	37.35	kcal/mol


7.
The following is a DFT calculation (the ωB97M-V functional and the def2-TZVPD basis) of 2 unconnected molecules or ions with the total composition H3NO3Si at a distorted geometry.

Structure (XYZ):
```
8
H3NO3Si (the ωB97M-V functional and the def2-TZVPD basis)
N -0.8054 -2.5653 -3.0173
O -0.1468 -3.3894 -3.6338
O -0.3019 -2.4987 -1.7597
O -0.5495 -0.6064 0.1530
Si 0.4546 0.5171 0.1341
H -0.6647 -1.7400 -1.2763
H 0.3471 1.7219 0.7508
H 1.6628 0.4835 -0.8415
```

Output
energy	-15552.833	eV
2S+1	3
energy relative to the best compared isomer or geometry (same formula, charge and spin)	28.82	kcal/mol


8.
The following is a DFT calculation (the ωB97M-V functional and the def2-TZVPD basis) of a molecular structure, C18H31ClN2O5S at a distorted geometry.

Structure (XYZ):
```
58
C18H31ClN2O5S (the ωB97M-V functional and the def2-TZVPD basis)
C 5.9731 -1.8259 -1.9827
C 5.0699 -0.5355 -2.0495
C 4.1445 -0.3873 -0.8065
Cl 4.0163 1.3752 -0.3881
C 2.7447 -0.9902 -0.9692
C 1.5970 -0.2478 -1.0934
C 0.2519 -0.8308 -1.2087
C -0.9881 0.0728 -1.3000
C 0.0473 -2.1911 -1.2162
O -1.2165 -2.7536 -1.2995
C 1.2247 -3.0350 -1.0936
N 1.1834 -4.3644 -1.0704
S 2.7379 -4.8357 -0.8735
N 3.4781 -3.3852 -0.8462
C 2.5496 -2.4308 -0.9760
H 5.9189 -2.3790 -2.9346
H 7.0293 -1.5255 -1.8554
H 5.6907 -2.4686 -1.1359
H 5.7809 0.3122 -2.0060
H 4.5403 -0.4353 -3.0104
H 4.6389 -0.8814 0.0457
H 1.6547 0.8448 -1.1103
H -1.2183 0.4033 -2.3247
H -1.8536 -0.5108 -0.9372
H -0.8594 0.8980 -0.5769
H -1.4957 -2.8895 -0.3815
C 0.1927 3.0092 4.0420
O 1.0287 2.1239 3.3161
C 2.1678 2.7706 2.7607
C 3.4098 2.5262 3.5957
O 3.3061 3.1304 4.8792
C 2.9565 2.2048 5.8943
H -0.4883 2.4104 4.6463
H 0.7676 3.6586 4.7062
H -0.3952 3.6218 3.3508
H 1.9844 3.8433 2.6413
H 2.3255 2.3443 1.7668
H 4.2658 2.9876 3.0939
H 3.6117 1.4540 3.6873
H 3.8281 1.5989 6.1634
H 2.1377 1.5503 5.5868
H 2.6416 2.7703 6.7710
C -7.9142 0.0501 -2.2408
O -7.1241 -0.8816 -2.9609
C -5.9507 -0.3004 -3.5126
C -4.7260 -0.6084 -2.6723
O -4.8071 0.0079 -1.3908
C -5.2109 -0.9006 -0.3803
H -8.6289 -0.5092 -1.6380
H -7.3076 0.6694 -1.5758
H -8.4650 0.6914 -2.9360
H -6.0744 0.7802 -3.6355
H -5.8131 -0.7379 -4.5058
H -3.8442 -0.1952 -3.1715
H -4.5800 -1.6887 -2.5744
H -4.3719 -1.5491 -0.1044
H -6.0575 -1.5141 -0.6961
H -5.5054 -0.3214 0.4946
```

Output
energy	-55741.264	eV
2S+1	1
energy relative to the best compared isomer or geometry (same formula, charge and spin)	47.23	kcal/mol